113
Properties=species:S:1:pos:R:3 method="wB97M-V/def2-TZVPD" energy_ha=-2701.4752 charge=0 gap_ev=5.340 max_force_ev_per_a=2.97
C -1.7857 4.9639 -2.2812
C -1.0643 5.5077 -1.0569
C -1.9134 6.4736 -0.2377
C 0.3279 6.0504 -1.4142
C 0.5149 7.1795 -2.2130
C 1.8039 7.6870 -2.4258
C 2.9069 7.1502 -1.7610
C 2.7422 6.0199 -0.9673
C 3.8609 5.4083 -0.1287
C 4.7625 6.4418 0.5461
C 4.6293 4.3902 -0.9529
C 1.4718 5.4271 -0.9092
N 1.2929 4.2998 -0.0283
N 0.8905 4.6045 1.2320
N 0.8377 3.4070 1.8506
C 0.5863 3.3436 3.2539
C -0.7448 3.4186 3.6646
C -1.8465 3.7355 2.6488
C -2.5480 5.0534 2.9495
C -2.8199 2.5749 2.4858
C -1.0043 3.1119 4.9997
C 0.0436 2.7738 5.8602
C 1.3723 2.8241 5.4355
C 1.6693 3.1133 4.1075
C 3.1045 3.1579 3.5871
C 3.6928 1.7544 3.4949
C 3.9917 4.0888 4.4150
C 1.0659 2.3513 0.9855
C 1.0868 0.9784 1.4054
C 1.9745 0.1176 0.7113
C 1.9255 -1.2540 0.8905
C 1.1200 -1.7892 1.8911
C 1.0519 -3.2855 2.0289
F 0.1433 -3.6932 2.9544
F 0.6883 -3.8736 0.8329
F 2.2585 -3.8422 2.3828
C 0.3359 -0.9628 2.7033
C 0.2872 0.4036 2.4434
C 1.3539 2.9070 -0.2564
C 1.6090 2.3106 -1.4779
H -1.1969 4.1537 -2.7240
H -2.7696 4.5684 -2.0097
H -1.9158 5.7480 -3.0355
H -0.8752 4.6560 -0.3962
H -1.3876 6.7298 0.6906
H -2.1371 7.3994 -0.7848
H -2.8599 5.9927 0.0359
H -0.3515 7.6726 -2.6610
H 1.9408 8.5575 -3.0692
H 3.8977 7.6143 -1.8451
H 3.3389 4.8818 0.6800
H 4.1518 7.2074 1.0393
H 5.3695 5.9561 1.3197
H 5.4354 6.9263 -0.1736
H 3.9668 3.5854 -1.2910
H 5.0345 4.8790 -1.8474
H 5.4534 3.9470 -0.3849
H -1.3321 3.8763 1.6911
H -1.8129 5.8639 3.0133
H -3.2537 5.2931 2.1455
H -3.0930 5.0033 3.9014
H -2.2951 1.6858 2.1183
H -3.2986 2.3231 3.4427
H -3.5954 2.8346 1.7567
H -2.0433 3.1076 5.3438
H -0.1743 2.4511 6.8839
H 2.1973 2.6209 6.1227
H 3.0402 3.5781 2.5738
H 3.0909 1.1226 2.8321
H 4.7116 1.7835 3.0901
H 3.7107 1.2763 4.4840
H 3.5009 5.0575 4.5615
H 4.2100 3.6575 5.4013
H 4.9415 4.2661 3.8977
H 2.6825 0.5537 0.0025
H 2.5132 -1.8807 0.2292
H -0.2592 -1.3844 3.5122
H -0.3788 1.0398 3.0303
H 1.4184 1.2545 -1.5576
H 1.8714 2.9592 -2.3029
C 7.7624 -6.2185 -0.6518
O 6.5822 -5.5947 -0.1065
C 5.6055 -5.1040 -0.9155
C 4.5414 -4.4146 -0.2687
C 3.5339 -3.8487 -1.0210
C 3.6146 -3.7339 -2.4388
C 2.6770 -2.8893 -3.1654
C 2.5921 -2.9512 -4.5398
C 1.3116 -2.7101 -5.2619
O 0.3612 -2.1227 -4.7948
O 1.2761 -3.1835 -6.5545
C 2.3901 -3.9743 -7.0138
C 2.4082 -5.3733 -6.4177
C 2.3140 -4.0232 -8.5458
O 3.6060 -3.2441 -6.7155
C 3.7912 -2.8218 -5.4253
O 4.8547 -2.3444 -5.0956
C 4.5858 -4.5701 -3.0623
C 5.5588 -5.2437 -2.3287
H 8.4293 -6.3249 0.2080
H 7.5281 -7.2167 -1.0500
H 8.2406 -5.5887 -1.4144
H 4.5715 -4.3302 0.8161
H 2.6159 -3.4985 -0.5481
H 1.9007 -2.3514 -2.6318
H 2.4848 -5.3683 -5.3245
H 1.5049 -5.9244 -6.7107
H 3.2617 -5.9231 -6.8329
H 2.3105 -3.0056 -8.9508
H 3.1891 -4.5640 -8.9243
H 1.4044 -4.5450 -8.8577
H 4.6004 -4.6920 -4.1472
H 6.3168 -5.8189 -2.8661

***

115
Properties=species:S:1:pos:R:3 method="wB97M-V/def2-TZVPD" energy_ha=-5844.7262 charge=-1 gap_ev=5.742 max_force_ev_per_a=3.43
Pd 0.3604 1.7557 -0.2872
C 5.9929 1.6230 -1.6422
C 4.7102 0.7776 -1.7354
C 3.6394 1.5576 -2.5095
C 4.3587 0.2273 -0.3461
C 5.1328 -0.8594 0.0514
C 4.9596 -1.4872 1.2680
C 3.9899 -1.0236 2.1375
C 3.2116 0.0781 1.8048
C 2.1907 0.6273 2.7864
C 1.8066 -0.3604 3.8866
C 2.6977 1.9156 3.4539
C 3.3961 0.7128 0.5556
N 2.5873 1.8456 0.2701
C 3.1845 3.0322 0.2474
O 4.3502 3.3061 0.5453
C 2.2607 4.1470 -0.1128
C 2.6814 5.4623 -0.0840
C 1.7621 6.4611 -0.3668
C 0.4536 6.1057 -0.6619
C 0.1230 4.7682 -0.6589
N 1.0108 3.8189 -0.4083
C -1.2580 4.2933 -0.9366
O -2.0865 5.0511 -1.4341
N -1.4438 3.0158 -0.5776
C -2.7313 2.4634 -0.8868
C -3.8174 2.6676 -0.0114
C -5.0438 2.0838 -0.3218
C -5.2181 1.3429 -1.4774
C -4.1685 1.2146 -2.3712
C -2.9267 1.7817 -2.1091
C -1.8615 1.7506 -3.1922
C -1.3408 0.3343 -3.4656
C -2.3998 2.3869 -4.4789
C -3.7299 3.6352 1.1623
C -4.4874 4.9203 0.7954
C -4.2684 3.0702 2.4845
H 6.2439 2.0401 -2.6248
H 6.8357 1.0149 -1.3006
H 5.8551 2.4395 -0.9365
H 4.9506 -0.1050 -2.3316
H 3.6619 2.6218 -2.2612
H 2.6433 1.1781 -2.3235
H 3.8385 1.4623 -3.5800
H 5.8832 -1.2388 -0.6362
H 5.5774 -2.3351 1.5412
H 3.8528 -1.5248 3.0894
H 1.3005 0.8874 2.2152
H 2.6391 -0.5016 4.5819
H 1.5358 -1.3405 3.4895
H 0.9620 0.0298 4.4616
H 3.5504 1.6832 4.0993
H 1.9075 2.3604 4.0708
H 3.0196 2.6575 2.7280
H 3.7137 5.6589 0.1681
H 2.0579 7.5028 -0.3487
H -0.3192 6.8235 -0.8978
H -5.8934 2.2411 0.3362
H -6.1833 0.9045 -1.7037
H -4.3265 0.6828 -3.3047
H -1.0218 2.3508 -2.8622
H -2.1675 -0.3573 -3.6562
H -0.7572 -0.0469 -2.6340
H -0.6860 0.3349 -4.3398
H -3.2038 1.7868 -4.9156
H -1.6005 2.4722 -5.2205
H -2.7931 3.3874 -4.2754
H -2.6831 3.8979 1.3035
H -5.5551 4.7173 0.6630
H -4.0904 5.3329 -0.1322
H -4.3725 5.6702 1.5847
H -5.2306 2.5711 2.3475
H -4.4093 3.8802 3.2042
H -3.5804 2.3515 2.9265
S 3.7770 -6.5483 -1.7295
C 2.8087 -5.1939 -1.6108
S 3.4401 -3.5887 -1.7638
C 1.8244 -2.8694 -1.6203
N 0.9251 -3.7942 -1.4494
N 1.4668 -5.0812 -1.4253
C 0.4971 -6.1285 -1.3390
C 0.7847 -7.3769 -0.7998
C -0.2153 -8.3396 -0.7231
C -1.5015 -8.0731 -1.1676
C -1.7833 -6.8271 -1.7133
C -0.7934 -5.8609 -1.8046
S 1.5364 -1.1965 -1.7414
H 1.7772 -7.6019 -0.4490
H 0.0188 -9.3099 -0.3008
H -2.2758 -8.8282 -1.0929
H -2.7802 -6.6034 -2.0770
H -0.9957 -4.8959 -2.2445
C -2.5265 -0.8777 -0.2800
As -0.9170 -0.1549 0.5130
C -1.6855 0.4527 2.1854
C -0.0734 -1.8564 0.9992
C -0.9046 -2.7811 1.8401
C -1.0488 -2.6108 3.2189
C -1.7983 -3.5016 3.9759
C -2.4238 -4.5822 3.3647
C -2.2825 -4.7677 1.9951
C -1.5277 -3.8774 1.2434
H -2.8910 -1.6354 0.4091
H -2.2932 -1.3331 -1.2420
H -3.2756 -0.1027 -0.4211
H -2.2801 -0.3330 2.6429
H -2.3165 1.3010 1.9384
H -0.9080 0.7871 2.8710
H 0.8830 -1.6221 1.4671
H 0.1412 -2.3267 0.0477
H -0.5607 -1.7693 3.7014
H -1.8897 -3.3563 5.0463
H -3.0200 -5.2719 3.9500
H -2.7454 -5.6186 1.5095
H -1.4007 -4.0391 0.1773